Entry 1:
# C53H61F3N5

A 2-piece molecular cluster, C53H61F3N5 overall (wB97M-V/def2-TZVPD, the OMol25 dataset).

Element x y z (Å)
C: 4.326 -0.959 -2.031
C: 4.426 -1.331 -0.548
C: 5.688 -0.777 0.112
C: 4.282 -2.846 -0.374
C: 5.237 -3.674 -0.969
C: 5.198 -5.062 -0.807
C: 4.289 -5.607 0.100
C: 3.319 -4.794 0.692
C: 2.348 -5.392 1.704
C: 3.071 -6.001 2.908
C: 1.426 -6.371 0.999
C: 3.233 -3.435 0.354
N: 2.220 -2.611 0.986
N: 2.680 -1.783 1.952
N: 1.608 -1.063 2.343
C: 1.652 -0.392 3.624
C: 2.419 0.779 3.739
C: 3.242 1.282 2.559
C: 4.593 1.864 2.986
C: 2.398 2.265 1.756
C: 2.355 1.510 4.927
C: 1.685 0.991 6.035
C: 1.064 -0.252 5.950
C: 1.080 -0.985 4.762
C: 0.551 -2.422 4.786
C: -0.949 -2.426 5.054
C: 1.342 -3.247 5.810
C: 0.506 -1.307 1.529
C: -0.719 -0.527 1.638
C: -1.864 -1.025 0.993
C: -3.096 -0.401 1.053
C: -3.228 0.736 1.830
C: -4.612 1.309 1.968
F: -4.631 2.537 2.552
F: -5.232 1.429 0.749
F: -5.397 0.482 2.737
C: -2.123 1.303 2.467
C: -0.868 0.718 2.331
C: 0.849 -2.358 0.698
C: 0.034 -3.016 -0.274
H: 3.404 -1.368 -2.461
H: 4.300 0.126 -2.170
H: 5.170 -1.363 -2.604
H: 3.571 -0.892 -0.025
H: 5.729 -1.103 1.157
H: 6.608 -1.112 -0.384
H: 5.670 0.321 0.107
H: 6.026 -3.226 -1.585
H: 5.923 -5.699 -1.327
H: 4.326 -6.676 0.346
H: 1.745 -4.560 2.073
H: 3.679 -5.235 3.405
H: 2.348 -6.396 3.633
H: 3.740 -6.807 2.586
H: 0.882 -5.866 0.196
H: 2.017 -7.173 0.547
H: 0.693 -6.805 1.682
H: 3.453 0.397 1.944
H: 5.158 1.126 3.567
H: 5.191 2.118 2.104
H: 4.475 2.768 3.595
H: 1.427 1.819 1.504
H: 2.206 3.166 2.358
H: 2.888 2.558 0.821
H: 2.841 2.489 4.985
H: 1.659 1.548 6.976
H: 0.576 -0.688 6.827
H: 0.732 -2.865 3.800
H: -1.467 -1.793 4.324
H: -1.368 -3.435 4.983
H: -1.159 -2.030 6.053
H: 2.411 -3.234 5.561
H: 1.229 -2.837 6.822
H: 1.015 -4.292 5.819
H: -1.750 -1.968 0.470
H: -3.941 -0.809 0.512
H: -2.237 2.206 3.059
H: -0.004 1.203 2.789
H: -0.357 -2.331 -1.027
H: 0.363 -4.012 -0.559
C: -4.026 -5.736 -7.214
N: -3.749 -4.603 -6.353
C: -4.154 -3.260 -6.767
C: -3.629 -2.342 -5.646
C: -3.027 -3.274 -4.659
C: -3.107 -4.601 -5.148
C: -2.603 -5.663 -4.370
C: -2.007 -5.355 -3.153
C: -2.236 -4.095 -2.523
C: -2.117 -3.803 -1.089
C: -2.919 -4.617 -0.166
C: -3.503 -4.033 1.009
C: -4.449 -4.708 1.755
C: -4.863 -6.003 1.369
N: -5.915 -6.405 2.133
C: -6.546 -7.701 2.052
C: -6.247 -5.446 3.178
C: -5.246 -4.292 2.946
C: -4.287 -6.629 0.251
C: -3.274 -5.971 -0.432
C: -2.594 -3.016 -3.381
H: -4.360 -6.609 -6.632
H: -4.806 -5.458 -7.946
H: -3.116 -6.030 -7.768
H: -3.701 -3.005 -7.737
H: -5.251 -3.175 -6.872
H: -2.881 -1.641 -6.036
H: -4.444 -1.755 -5.203
H: -2.676 -6.680 -4.757
H: -1.416 -6.118 -2.650
H: -2.402 -2.769 -0.952
H: -3.230 -3.021 1.317
H: -6.520 -8.045 1.009
H: -6.008 -8.447 2.663
H: -7.589 -7.650 2.403
H: -7.295 -5.116 3.113
H: -6.130 -5.890 4.177
H: -4.611 -4.151 3.831
H: -5.773 -3.348 2.776
H: -4.611 -7.633 -0.028
H: -2.800 -6.498 -1.251
H: -2.606 -1.981 -3.027

Values from the calculation:
Charge ... +1
Lowest unoccupied orbital energy ... -3.4 eV
Kohn-Sham gap ... 5.55 eV
Highest occupied orbital energy ... -8.9 eV

These are the Löwdin partial charges, in e, on atoms 1 to 4: -0.06 -0.38 -0.06 -0.12

Entry 2:
# C53H63N5O2SiV

C53H63N5O2SiV as an isolated structure (wB97M-V/def2-TZVPD, the OMol25 dataset).

Element x y z (Å)
V: -0.354 0.215 -1.116
C: -1.311 -6.039 -2.615
C: -0.063 -5.331 -2.082
C: -0.381 -4.069 -1.343
C: -0.765 -3.925 -0.047
C: -0.992 -4.994 0.975
C: -2.477 -5.288 1.215
C: -0.961 -2.507 0.166
N: -0.678 -1.815 -0.962
C: -0.385 -2.740 -1.916
C: -0.295 -2.448 -3.261
C: -0.509 -1.204 -3.840
C: -0.455 -0.964 -5.258
C: -0.284 -2.013 -6.311
C: -1.587 -2.762 -6.605
C: -0.617 0.378 -5.431
C: -0.742 0.948 -4.115
C: -0.754 2.317 -3.868
C: -0.779 2.916 -2.629
N: -0.801 2.235 -1.447
C: -1.016 3.162 -0.480
C: -1.343 2.853 0.828
C: -1.567 1.581 1.322
N: -1.429 0.414 0.629
C: -1.651 -0.584 1.538
C: -1.439 -1.928 1.332
C: -2.030 -0.030 2.821
C: -1.968 1.317 2.689
C: -2.278 2.355 3.721
C: -3.743 2.800 3.678
C: -2.407 -0.827 4.026
C: -3.819 -1.411 3.926
C: -1.017 4.496 -1.047
C: -0.877 4.341 -2.389
C: -0.878 5.400 -3.446
C: -2.250 5.578 -4.104
C: -1.130 5.768 -0.268
C: 0.225 6.218 0.287
N: -0.730 -0.032 -3.164
C: -0.564 1.147 -6.714
C: 0.851 1.635 -7.037
H: -1.048 -6.919 -3.205
H: -1.894 -5.365 -3.245
H: -1.954 -6.359 -1.793
H: 0.614 -5.108 -2.909
H: 0.484 -6.005 -1.417
H: -0.523 -4.704 1.918
H: -0.494 -5.910 0.647
H: -2.995 -4.408 1.596
H: -2.604 -6.097 1.937
H: -2.967 -5.579 0.284
H: -0.083 -3.270 -3.933
H: 0.486 -2.725 -6.002
H: 0.082 -1.547 -7.228
H: -1.984 -3.214 -5.695
H: -1.436 -3.550 -7.344
H: -2.344 -2.074 -6.986
H: -0.743 2.969 -4.732
H: -1.483 3.678 1.514
H: -1.628 -2.586 2.171
H: -1.628 3.222 3.586
H: -2.044 1.955 4.710
H: -4.008 3.147 2.677
H: -3.932 3.611 4.384
H: -4.405 1.969 3.926
H: -2.334 -0.194 4.913
H: -1.684 -1.633 4.171
H: -4.556 -0.621 3.773
H: -4.083 -1.957 4.834
H: -3.895 -2.097 3.080
H: -0.134 5.156 -4.209
H: -0.565 6.349 -3.004
H: -2.571 4.657 -4.592
H: -2.228 6.374 -4.851
H: -3.002 5.832 -3.355
H: -1.833 5.636 0.558
H: -1.549 6.552 -0.905
H: 0.664 5.435 0.906
H: 0.126 7.122 0.892
H: 0.923 6.423 -0.526
H: -1.244 2.002 -6.665
H: -0.928 0.517 -7.530
H: 1.223 2.285 -6.243
H: 0.877 2.187 -7.978
H: 1.538 0.791 -7.112
C: 3.147 2.506 1.808
C: 2.564 1.749 3.010
C: 1.326 2.520 3.471
C: 3.617 1.715 4.120
Si: 2.061 0.008 2.371
O: 1.128 0.108 1.112
C: 1.330 -1.046 3.805
C: 1.064 -2.386 3.487
C: 0.572 -3.284 4.424
C: 0.311 -2.861 5.723
C: 0.555 -1.541 6.064
C: 1.061 -0.655 5.116
C: 3.717 -0.892 2.058
C: 4.316 -1.789 2.945
C: 5.520 -2.418 2.648
C: 6.159 -2.158 1.444
C: 5.586 -1.270 0.545
C: 4.383 -0.650 0.854
H: 3.301 3.563 2.067
H: 2.474 2.450 0.949
H: 4.114 2.096 1.508
H: 1.601 3.539 3.777
H: 0.813 2.046 4.313
H: 0.611 2.591 2.650
H: 3.906 2.736 4.404
H: 4.517 1.192 3.790
H: 3.261 1.212 5.022
H: 1.271 -2.728 2.477
H: 0.396 -4.319 4.152
H: -0.076 -3.557 6.458
H: 0.358 -1.196 7.074
H: 1.255 0.364 5.428
H: 3.836 -2.005 3.895
H: 5.955 -3.116 3.354
H: 7.093 -2.653 1.203
H: 6.063 -1.075 -0.408
H: 3.932 0.020 0.132
O: 3.160 -1.384 -2.361
C: 2.311 -0.658 -1.963
N: 1.471 0.112 -1.611

Values from the calculation:
Charge ... -1
Lowest unoccupied orbital energy (alpha / beta) ... 1.6 / 1.5 eV
Kohn-Sham gap (alpha / beta) ... 5.84 / 5.75 eV
Energy above the lowest of the compared OMol25 structures with the same formula, charge and spin ... 0.0 kcal per mole
Highest occupied orbital energy (alpha / beta) ... -4.3 / -4.2 eV
Multiplicity ... 3

These are the Löwdin partial charges, in e, on atoms 1 to 4: 1.01 -0.09 -0.19 -0.12

Electronic energy? In order: -71545.925 -101103.331 eV.